[1]
93
Properties=species:S:1:pos:R:3:forces:R:3:lowdin_spin:R:1 method="wB97M-V/def2-TZVPD" s_squared=4.060 fmax_ev_per_a=1.02 multiplicity=4 total_charge=+2 e_tot_ha=-6216.1983 relative_energy_ev=0.000 gap_ev="7.6 / 7.8"
Cr 0.5157 0.8015 -0.6735 0.3 0.9 -0.4 3.31
C 3.6289 0.4018 -0.0399 -0.1 0.1 -0.1 0.00
O 2.6031 1.0373 -0.8362 -0.1 0.0 0.0 0.01
C 3.0296 2.3493 -1.2596 0.1 -0.2 0.1 0.00
C 1.9474 2.9100 -2.1067 -0.2 0.2 -0.1 0.00
O 0.7486 2.9034 -1.3056 0.2 -0.3 -0.1 0.01
C -0.1956 3.9054 -1.7381 0.1 0.0 0.0 0.00
H 4.5467 0.3635 -0.6220 0.1 0.0 0.0 0.00
H 3.2910 -0.5983 0.1818 -0.1 -0.1 0.0 0.00
H 3.7780 0.9672 0.8763 0.0 0.1 0.1 0.00
H 3.9595 2.2686 -1.8230 0.0 -0.1 0.0 0.00
H 3.1907 2.9620 -0.3747 0.0 0.1 0.1 0.00
H 1.7804 2.3125 -3.0056 0.0 0.0 -0.1 0.00
H 2.2072 3.9232 -2.4098 -0.1 0.1 0.0 0.00
H 0.2463 4.8856 -1.5654 0.0 0.0 0.0 0.00
H -1.0993 3.7865 -1.1556 0.0 0.0 0.1 0.00
H -0.4264 3.7739 -2.7944 0.0 0.0 0.0 0.00
S -1.6157 1.0489 -1.6305 -0.4 0.1 -0.2 -0.01
C -3.2848 1.0300 -1.1776 0.2 -0.1 -0.1 0.01
N -3.7103 1.0735 0.0943 0.0 0.3 0.2 0.00
C -5.0129 1.0359 0.4593 0.1 0.1 0.1 0.00
C -5.9896 0.9676 -0.4868 -0.1 0.0 0.0 0.00
C -5.6000 0.9425 -1.8286 0.0 0.0 -0.2 0.00
C -4.2662 0.9694 -2.1722 -0.1 0.0 -0.1 0.00
H -3.0112 1.1536 0.8304 0.0 0.1 0.1 0.00
H -5.2025 1.0677 1.5199 0.0 0.0 0.1 0.00
H -7.0289 0.9367 -0.1945 0.0 0.0 0.0 0.00
H -6.3530 0.8950 -2.6067 0.1 0.0 0.0 0.00
H -3.9454 0.9401 -3.2047 0.0 0.0 0.0 0.00
C 1.0313 -1.3508 -4.0419 -0.1 0.1 -0.2 0.00
Si 1.7204 -2.3919 -2.6661 -0.2 0.2 0.2 -0.01
C 3.5266 -2.0621 -2.4466 0.3 0.0 0.1 0.00
C 1.4530 -4.1912 -2.9654 -0.1 -0.3 -0.1 0.00
As 0.5216 -1.6881 -0.7066 0.0 -0.8 0.0 -0.04
Si 1.2049 -3.0947 1.1179 0.0 0.3 -0.2 0.00
C 1.6385 -4.7786 0.4993 0.1 -0.3 -0.1 0.00
C -0.2208 -3.1443 2.2974 -0.3 0.0 0.2 0.00
C 2.7039 -2.3528 1.9030 0.3 0.1 0.2 0.00
Si -1.6895 -2.5374 -1.1009 0.2 0.2 0.1 0.00
C -2.7355 -1.7622 0.2422 -0.1 0.0 0.2 0.00
C -2.2807 -2.0945 -2.8066 -0.1 0.0 -0.3 0.00
C -1.7539 -4.3788 -0.8943 0.0 -0.3 0.0 0.00
H 1.7746 -1.2562 -4.8415 -0.1 0.0 0.1 0.00
H 0.7650 -0.3434 -3.7078 0.0 0.0 -0.1 0.00
H 0.1343 -1.8049 -4.4712 0.1 0.1 0.0 0.00
H 4.0632 -2.5894 -3.2450 0.0 0.1 0.1 0.00
H 3.9078 -2.4393 -1.4931 0.0 0.0 -0.1 0.00
H 3.7628 -0.9983 -2.5295 0.0 -0.1 0.0 0.00
H 1.7450 -4.4076 -3.9999 0.0 0.0 0.1 0.00
H 0.4157 -4.5044 -2.8372 0.1 0.0 -0.1 0.00
H 2.0810 -4.7922 -2.3051 -0.1 0.0 -0.1 0.00
H 0.9935 -5.1456 -0.2983 0.0 0.0 0.1 0.00
H 1.5517 -5.4694 1.3465 0.1 0.0 -0.1 0.00
H 2.6726 -4.8081 0.1435 -0.1 0.0 0.0 0.00
H -0.8807 -3.9887 2.0734 0.0 0.1 0.1 0.00
H -0.8141 -2.2285 2.2819 0.0 -0.1 0.1 0.00
H 0.1663 -3.2791 3.3132 -0.1 0.0 -0.1 0.00
H 3.5904 -2.4862 1.2766 0.0 0.0 0.1 0.00
H 2.8905 -2.8743 2.8494 0.0 0.1 -0.1 0.00
H 2.5794 -1.2928 2.1253 0.0 0.0 0.1 0.00
H -2.2629 -0.8791 0.6813 0.0 -0.2 0.0 0.00
H -2.9085 -2.4836 1.0462 0.0 0.1 -0.1 0.00
H -3.7123 -1.4712 -0.1629 0.1 -0.1 0.1 0.00
H -1.6860 -1.3220 -3.2936 -0.1 0.0 0.0 0.00
H -3.3126 -1.7311 -2.7379 0.1 -0.1 -0.1 0.00
H -2.2820 -2.9857 -3.4432 0.0 0.1 0.0 0.00
H -1.1001 -4.7568 -0.1083 -0.1 0.0 0.0 0.00
H -1.5225 -4.9055 -1.8225 0.0 0.0 0.1 0.00
H -2.7820 -4.6361 -0.6127 0.1 0.0 -0.1 0.00
C -3.5139 3.3622 3.2347 0.0 0.0 0.0 -0.01
C -3.2289 2.0698 3.6616 0.0 0.0 0.0 0.00
C -2.1019 1.4085 3.1786 -0.1 0.0 -0.1 -0.01
C -1.2377 2.0329 2.2695 -0.3 0.1 -0.2 -0.03
C -1.5478 3.3352 1.8470 -0.1 -0.1 0.0 -0.01
C -2.6725 3.9965 2.3237 0.0 -0.1 0.0 0.00
Si 0.3259 1.1554 1.7481 -0.1 0.0 0.6 -0.16
C 1.7999 2.1267 2.3330 0.2 0.1 0.0 -0.03
C 2.0349 3.4445 1.9159 0.1 0.0 0.0 -0.01
C 3.1291 4.1593 2.3864 0.0 -0.1 0.0 0.00
C 4.0079 3.5669 3.2877 0.0 0.0 0.0 -0.01
C 3.7802 2.2697 3.7290 0.0 0.0 0.0 0.00
C 2.6840 1.5576 3.2577 0.0 0.1 0.0 -0.01
H -4.3825 3.8822 3.6232 0.1 0.0 0.0 0.00
H -3.8721 1.5814 4.3860 0.0 0.0 0.0 0.00
H -1.8820 0.4054 3.5331 0.0 0.1 0.0 0.00
H -0.8911 3.8521 1.1526 -0.1 0.0 0.1 0.00
H -2.8887 5.0082 1.9982 0.0 -0.1 0.0 0.00
H 0.3143 -0.1273 2.4945 0.0 -0.1 -0.1 -0.01
H 1.3573 3.9268 1.2168 0.0 0.0 0.0 0.00
H 3.2918 5.1809 2.0626 0.0 0.0 0.0 0.00
H 4.8603 4.1232 3.6588 0.0 0.0 0.0 0.00
H 4.4493 1.8169 4.4518 0.0 0.0 0.0 0.00
H 2.5026 0.5582 3.6403 0.0 0.0 -0.1 0.00

***

[2]
100
Properties=species:S:1:pos:R:3:forces:R:3:lowdin_charge:R:1 method="wB97M-V/def2-TZVPD" smiles="COCCCCCCCCC1=CC(=O)C(B(O)N(C)C)=C(CCCCl)C1=O.ClCCCl.ClCCCl.ClCCCl.ClCCCl.ClCCCl" fmax_ev_per_a=8.45 total_charge=0 e_tot_ha=-6617.1586 gap_ev=7.3
C 0.7306 -3.3219 2.0998 -0.8 -0.8 -1.1 -0.13
O 1.1101 -1.9065 1.9562 1.3 -1.5 0.8 -0.27
C 2.5064 -1.6654 2.3525 0.6 -0.4 1.3 -0.23
C 3.5889 -1.6628 1.1209 0.0 -0.6 0.4 -0.21
C 2.9286 -1.5910 -0.3814 0.8 0.5 -0.6 -0.19
C 2.7167 -0.0383 -0.8912 0.9 0.0 0.9 -0.20
C 2.9864 0.2005 -2.4905 -0.4 0.9 0.5 -0.23
C 1.6384 0.3121 -3.4161 0.4 -0.2 -1.0 -0.25
C 0.5467 -0.8927 -3.2074 -0.3 0.0 -1.0 -0.18
C -1.0349 -0.3896 -3.4148 0.4 -0.8 1.0 -0.14
C -1.5982 -0.1090 -1.8815 1.4 3.4 1.4 -0.07
C -0.9477 1.0108 -1.1362 -2.8 -2.9 -0.3 0.05
C -1.4450 1.2843 0.4017 3.9 1.0 2.0 -0.18
O -0.5071 1.7203 1.2736 -6.1 -2.4 -4.9 -0.05
C -3.0104 0.9633 0.7696 -1.0 -3.4 -2.7 0.05
B -3.7159 1.8773 1.9443 -0.5 0.6 1.5 -0.42
O -4.3415 1.2704 3.1408 2.6 1.1 -1.2 0.04
N -3.7102 3.3932 1.8104 0.7 -1.5 -1.3 -0.15
C -2.4620 4.0252 2.3856 1.5 -0.4 -0.4 -0.14
C -3.8726 3.8188 0.3675 -0.2 1.5 -0.6 -0.12
C -3.7099 -0.1448 0.0054 2.3 2.6 1.5 -0.01
C -5.2833 -0.5432 0.3153 0.2 -0.4 0.0 -0.14
C -6.0439 -1.3090 -0.9203 -1.3 -0.2 0.6 -0.27
C -6.1383 -2.9551 -0.6719 -0.4 0.8 0.3 -0.52
Cl -6.1927 -3.7192 -2.3997 0.1 0.4 1.7 0.42
C -2.7909 -0.9512 -1.1360 -0.8 -4.4 -1.4 -0.12
O -3.0120 -2.2472 -1.4728 1.2 8.1 2.2 -0.04
H 0.1408 -3.5725 3.0842 1.2 0.8 -1.7 0.10
H 1.6324 -4.0665 2.0206 -1.5 1.6 0.1 0.10
H 0.0020 -3.5623 1.1854 1.5 0.5 2.0 0.11
H 2.5906 -0.6797 3.0190 -0.5 -2.0 -1.7 0.12
H 2.7999 -2.5605 3.0857 -0.5 2.0 -1.4 0.11
H 4.2308 -2.6623 1.2412 -1.6 2.2 -0.5 0.05
H 4.3577 -0.7818 1.3453 -1.7 -1.8 -0.8 0.09
H 3.7107 -2.0783 -1.1171 -1.5 0.9 1.4 0.11
H 1.9270 -2.1836 -0.5081 1.9 1.0 0.6 0.10
H 1.6846 0.3454 -0.4956 1.8 -0.6 -1.0 0.10
H 3.5439 0.6032 -0.3173 -1.8 -1.3 -1.2 0.12
H 3.5362 1.2566 -2.5781 -1.1 -2.6 0.2 0.04
H 3.7131 -0.6333 -2.8867 -1.5 1.6 0.7 0.12
H 2.0037 0.2352 -4.5499 -0.9 0.3 2.5 0.06
H 1.1352 1.3887 -3.3384 1.1 -2.3 0.1 0.10
H 0.7223 -1.6747 -4.0911 -0.2 1.5 2.2 0.12
H 0.6343 -1.4107 -2.1558 -0.1 1.0 -2.2 0.10
H -1.1191 0.5672 -4.0968 0.2 -1.8 1.7 0.12
H -1.5919 -1.2527 -3.9757 0.8 1.7 1.5 0.11
H -0.0777 1.6787 -1.5498 -1.9 -1.6 0.9 0.12
H -3.8662 1.5418 3.9806 -1.1 -0.2 -1.5 0.12
H -1.6916 4.1612 1.4847 -1.7 -0.3 2.4 0.00
H -2.6206 5.0782 2.8742 0.0 -2.3 -0.8 0.04
H -1.9432 3.2375 3.1086 -1.1 1.9 -1.2 0.11
H -2.9777 3.5265 -0.3315 -1.5 0.4 1.2 0.08
H -4.8737 3.4446 -0.1354 2.0 0.6 1.3 0.11
H -3.8983 5.0119 0.3770 -0.1 -2.5 -0.1 0.11
H -5.2965 -1.2603 1.2687 0.1 1.6 -2.0 0.14
H -5.9589 0.4018 0.5841 2.0 -1.8 -0.5 0.13
H -5.6479 -1.0296 -1.9924 -0.5 -0.8 2.3 0.11
H -7.1768 -0.9359 -0.8920 2.5 -0.8 -0.1 0.09
H -7.1594 -3.2738 -0.1532 2.2 0.9 -1.2 0.07
H -5.2523 -3.3767 -0.0326 -1.5 0.8 -1.7 0.09
Cl 5.4138 -0.7294 4.0757 0.0 0.1 0.0 0.58
C 5.8555 -2.4472 4.2315 -0.3 -0.3 -0.1 -0.71
C 7.0639 -2.8096 3.3825 0.0 0.0 0.2 -0.71
Cl 6.7038 -2.7479 1.6389 0.3 0.0 0.0 0.59
H 4.9810 -3.0488 3.9654 0.1 0.2 -0.1 0.06
H 6.0791 -2.6218 5.2884 -0.5 0.5 -0.8 -0.06
H 7.3801 -3.8328 3.6036 -0.1 0.2 -0.1 0.04
H 7.9085 -2.1418 3.5779 -0.3 -0.1 -0.1 0.01
Cl 7.5300 -3.6686 6.2332 1.0 -0.6 0.9 0.70
C 9.1336 -3.4226 6.9670 0.4 0.0 0.3 -0.60
C 9.8160 -2.1659 6.4497 -0.1 0.0 0.3 -0.63
Cl 10.2870 -2.3124 4.7379 0.1 0.0 0.0 0.58
H 9.7358 -4.3160 6.7757 -0.1 0.2 -0.1 0.07
H 8.9783 -3.3423 8.0472 0.0 0.1 -0.2 0.08
H 10.7338 -1.9818 7.0150 -0.1 -0.1 -0.1 0.07
H 9.1715 -1.2872 6.5499 0.1 -0.2 -0.1 0.08
Cl -9.8138 -2.2606 -1.2570 0.0 0.0 0.1 0.55
C -10.1055 -2.9710 -2.8635 0.0 -0.2 -0.4 -0.66
C -11.3024 -3.9089 -2.8688 0.0 0.3 -0.1 -0.67
Cl -10.9974 -5.3940 -1.9334 0.0 0.0 0.0 0.53
H -9.1913 -3.4824 -3.1803 -0.2 0.1 0.2 0.04
H -10.2841 -2.1378 -3.5501 -0.1 -0.1 0.1 0.07
H -11.5255 -4.2210 -3.8929 0.1 0.1 0.1 0.07
H -12.1942 -3.4263 -2.4574 0.2 -0.1 0.0 0.07
Cl 1.9243 1.2301 -7.2191 0.0 0.0 0.0 0.55
C 2.9725 2.6687 -7.2648 0.2 0.3 -0.1 -0.66
C 4.1765 2.5324 -6.3460 0.1 0.1 -0.3 -0.64
Cl 3.7151 2.5502 -4.6255 0.1 0.2 -0.4 0.62
H 2.3645 3.5409 -7.0057 0.1 -0.2 0.1 0.07
H 3.3073 2.7835 -8.3003 0.0 -0.1 0.2 0.07
H 4.8579 3.3740 -6.4989 -0.2 -0.1 0.0 0.07
H 4.7282 1.6074 -6.5395 -0.2 0.1 0.1 0.07
Cl -0.2901 5.2718 0.0440 0.3 0.2 -0.3 0.61
C -0.7128 6.9706 -0.2816 0.0 0.3 -0.1 -0.64
C -0.6006 7.8395 0.9613 0.2 0.1 -0.2 -0.64
Cl -1.8467 7.4456 2.1720 0.1 0.2 -0.1 0.58
H -1.7233 6.9953 -0.7008 0.2 0.0 0.2 0.07
H -0.0182 7.3281 -1.0480 -0.1 0.0 0.2 0.07
H -0.7412 8.8905 0.6939 0.0 -0.2 0.0 0.07
H 0.3792 7.7368 1.4376 -0.2 -0.1 -0.1 0.07